No. 1
Here is a molecular structure, C4H2F2I2O at a distorted geometry from the OMol25 dataset. Energies are from wB97M-V/def2-TZVPD.

Strongest force on any atom = 5.32 eV/Å
Orbital gap = 0.349 Ha
Energy relative to the best compared isomer or geometry (same formula, charge and spin) = 2.166 eV
E_tot = -1023.8736 Ha
E_HOMO = -9.573 eV
Net charge = 0
Molar mass = 357.86 g mol⁻¹

Cartesian coordinates (Å):
C 0.84588 0.90220 -0.55844
C 1.06759 -0.38764 -0.46740
C -0.90359 0.99166 0.50553
C 0.11605 -1.10564 0.40435
O -0.88774 -0.34623 0.84908
F -0.94380 1.71078 1.59342
F 0.69541 -1.61032 1.50038
I -2.28160 1.75494 -0.88916
I -0.64713 -2.77170 -0.83063
H 0.98169 1.74072 -1.24453
H 1.95726 -0.87877 -0.86260

No. 2
Here is 2 unconnected molecules or ions with the total composition C3H10NOS at a distorted geometry from the OMol25 dataset. Energies are from wB97M-V/def2-TZVPD.

Strongest force on any atom = 1.88 eV/Å
Orbital gap (alpha / beta) = 0.326 / 0.216 Ha
<S²> = 0.76
Energy relative to the best compared isomer or geometry (same formula, charge and spin) = 1.745 eV
E_tot = -648.3703 Ha
2S+1 = 2
E_HOMO (alpha / beta) = -8.083 / -8.080 eV
Net charge = 0
Molar mass = 108.19 g mol⁻¹

Cartesian coordinates (Å):
C 1.11658 1.39925 1.39200
S 2.70865 1.13456 0.63791
C 2.40745 -0.10670 -0.64305
H 1.01907 2.46649 1.60864
H 1.00624 0.87407 2.35031
H 0.27848 1.01107 0.82916
H 1.33941 -0.09735 -0.85951
H 2.96803 0.22880 -1.50296
H 2.70832 -1.06827 -0.23931
N -2.66017 -0.53991 -1.32596
C -1.82829 -1.14338 -0.24728
O -1.10453 -0.34065 0.49954
H -3.63730 -0.65334 -1.06621
H -2.53626 0.46083 -1.14384
H -2.48406 -1.68831 0.50735
H -1.30162 -1.93715 -0.79680

No. 3
Here is a single C22H28N4O3S2 molecule at a distorted geometry from the OMol25 dataset. Energies are from wB97M-V/def2-TZVPD.

Strongest force on any atom = 1.27 eV/Å
Orbital gap = 0.324 Ha
Energy relative to the best compared isomer or geometry (same formula, charge and spin) = 1.565 eV
E_tot = -2096.2552 Ha
E_HOMO = -8.271 eV
SMILES = Cc1nn(C)c(C)c1S(=O)(=O)N(CC(=O)NCc1cccs1)c1ccc(C(C)C)cc1
Net charge = 0
Molar mass = 460.62 g mol⁻¹

Cartesian coordinates (Å):
C -4.35826 -2.60307 0.85831
C -4.47339 -1.24383 0.27861
N -5.55051 -0.49433 0.39382
N -5.29607 0.65571 -0.23718
C -4.05983 0.68135 -0.77297
C -3.48365 -0.54044 -0.44980
S -1.91395 -1.17302 -0.92670
O -2.08494 -2.54097 -1.30666
O -1.31541 -0.29295 -1.90346
N -0.95707 -1.10027 0.48022
C 0.42140 -1.30936 0.27759
C 0.83464 -2.24893 -0.66301
C 2.17907 -2.49384 -0.86283
C 3.15680 -1.82675 -0.13644
C 2.73692 -0.88889 0.79651
C 1.39541 -0.62645 1.00365
H 1.12554 0.11541 1.73847
H 3.46195 -0.33936 1.37823
C 4.61881 -2.13092 -0.35217
C 5.25575 -2.66860 0.93104
H 4.71643 -3.54545 1.28225
H 6.29140 -2.94803 0.74938
H 5.23575 -1.91674 1.71589
C 5.36766 -0.89453 -0.85168
H 6.40651 -1.14146 -1.06089
H 5.34430 -0.10475 -0.10500
H 4.90829 -0.52167 -1.76450
H 4.69293 -2.90803 -1.12092
H 2.47066 -3.22931 -1.59889
H 0.09920 -2.78897 -1.23319
C -1.37325 -0.19537 1.51992
C -0.97442 1.27809 1.34484
O -0.97303 2.03942 2.29231
N -0.67911 1.64823 0.08716
H -0.65892 0.96662 -0.66461
C -0.06700 2.93599 -0.19104
C 1.42163 2.81217 -0.19991
C 2.27495 2.97688 0.84699
C 3.62092 2.71917 0.50560
C 3.76618 2.35230 -0.79235
S 2.26452 2.30166 -1.62469
H 4.66684 2.11207 -1.32094
H 4.44056 2.81119 1.19587
H 1.94796 3.27838 1.82602
H -0.37251 3.61861 0.60718
H -0.43359 3.29513 -1.15546
H -2.46196 -0.24032 1.59290
H -0.97074 -0.53641 2.47950
C -3.53480 1.83452 -1.53882
H -3.28042 2.65439 -0.86642
H -2.64383 1.52623 -2.07788
H -4.27966 2.19242 -2.24806
C -6.29335 1.68444 -0.28814
H -6.60168 1.87402 -1.31793
H -5.91219 2.60927 0.14723
H -7.14840 1.33534 0.28597
H -5.34935 -3.01092 1.03423
H -3.79907 -3.23834 0.17586
H -3.82267 -2.56675 1.80701

No. 4
Here is 2 unconnected molecules or ions with the total composition C6H17N2 at a distorted geometry from the OMol25 dataset. Energies are from wB97M-V/def2-TZVPD.

Strongest force on any atom = 3.88 eV/Å
Orbital gap = 0.218 Ha
Energy relative to the best compared isomer or geometry (same formula, charge and spin) = 3.856 eV
E_tot = -347.9491 Ha
E_HOMO = -12.857 eV
Net charge = +1
Molar mass = 117.22 g mol⁻¹

Cartesian coordinates (Å):
C 2.15521 1.21233 -1.23489
C 1.56400 1.21849 0.19412
C 0.80427 -0.04236 0.48059
C -0.36193 -0.32771 -0.34816
C -1.68922 0.12221 0.27911
N -2.86378 -0.44563 -0.31781
C -3.97169 -0.63458 0.63462
N 3.50994 -1.15953 0.31940
H 2.64482 0.27761 -1.49628
H 1.34276 1.23814 -1.98137
H 2.80314 2.06060 -1.43915
H 2.39360 1.31746 0.88649
H 0.83479 -0.43905 1.48891
H 0.86205 2.06221 0.17631
H -0.28276 0.08939 -1.35167
H -0.45250 -1.40547 -0.59937
H -1.69869 1.22889 0.26080
H -1.84300 0.03019 1.36363
H -3.22868 0.10502 -1.07983
H -3.67865 -1.44615 1.31437
H -4.14298 0.23850 1.26668
H -4.90791 -0.86140 0.13040
H 3.96511 -1.57800 1.12422
H 2.50237 -1.15800 0.43256
H 3.73975 -1.70316 -0.50367

No. 5
Here is a molecular structure, C17H33AsBF6N9PS3V from the OMol25 dataset. Energies are from wB97M-V/def2-TZVPD.

Strongest force on any atom = 0.44 eV/Å
Orbital gap (alpha / beta) = 0.273 / 0.313 Ha
<S²> = 2.03
Energy relative to the best compared isomer or geometry (same formula, charge and spin) = 0.000 eV
E_tot = -6499.9215 Ha
2S+1 = 3
E_HOMO (alpha / beta) = -13.505 / -13.515 eV
Net charge = +2
Molar mass = 741.36 g mol⁻¹

Cartesian coordinates (Å):
V -0.72282 0.60578 1.20820
C 2.36258 -2.78333 0.79556
N 1.82614 -2.61786 2.13916
C 1.75524 -3.60381 3.09519
C 1.23888 -3.02674 4.20313
N 0.99674 -1.69668 3.93448
B 0.28144 -0.87232 5.10635
N 0.15916 0.66277 4.83116
C 0.85435 1.64425 5.49658
C 0.28400 2.83777 5.20444
N -0.77013 2.57757 4.35393
C -1.69369 3.58601 3.84145
C -0.82258 1.25496 4.15082
S -1.90288 0.35656 3.10303
C 1.35603 -1.47201 2.67345
S 1.41052 0.04916 1.81178
H 2.38374 -3.84607 0.57011
H 3.37296 -2.38094 0.73739
H 1.72483 -2.27018 0.07964
H 2.08521 -4.60985 2.90563
H 1.02634 -3.44289 5.17222
H 0.96072 -1.01321 6.08529
H -0.82483 -1.32660 5.21482
H 1.68557 1.40507 6.13554
H 0.52100 3.83767 5.52226
H -1.13093 4.37887 3.35672
H -2.27761 3.99104 4.66454
H -2.35775 3.11943 3.12120
C 3.38669 0.67282 -4.86326
N 2.74183 1.73532 -3.95469
C 1.43092 2.19563 -4.61803
N 0.58307 1.08936 -4.87265
C 1.25519 0.10930 -5.72244
N 2.48534 -0.39298 -5.11139
C 2.21538 -1.20058 -3.91283
P 1.34563 -0.27189 -2.55569
C 2.48662 1.19658 -2.57280
C 0.04522 0.49282 -3.64361
H 4.28956 0.33420 -4.35716
H 3.64724 1.19004 -5.78678
H 3.37295 2.53502 -3.89137
H 1.72439 2.68960 -5.54437
H 0.97034 2.91144 -3.93836
H 1.49722 0.57444 -6.67892
H 0.58224 -0.72651 -5.90240
H 3.15878 -1.59630 -3.53048
H 1.60847 -2.06003 -4.20152
H 3.44927 0.93422 -2.13338
H 2.05239 2.00396 -1.98144
H -0.49711 1.25427 -3.08210
H -0.67837 -0.27760 -3.91555
C -2.57930 -3.91392 -1.12213
N -3.37903 -2.86985 -0.48903
C -2.93181 -1.77787 0.12009
S -1.22387 -1.50187 0.25199
N -3.83183 -0.94024 0.62849
C -5.26865 -1.18411 0.65874
H -3.00086 -4.13920 -2.09936
H -2.58082 -4.81574 -0.51177
H -1.55924 -3.56658 -1.24277
H -4.37609 -3.02047 -0.48041
H -3.48864 -0.13437 1.11981
H -5.50070 -2.09790 1.20900
H -5.68078 -1.23945 -0.35024
H -5.74039 -0.34931 1.16704
F -0.09122 1.49058 -0.64241
As -0.84611 3.11026 -0.28491
F -1.61602 4.47448 0.31963
F -1.52329 3.14586 -1.83468
F 0.59620 3.85934 -0.76141
F -2.15150 2.00866 0.27272
F -0.16152 2.72416 1.32873

No. 6
Here is a single C4H6Cl2 molecule at a distorted geometry from the OMol25 dataset. Energies are from wB97M-V/def2-TZVPD.

Strongest force on any atom = 2.64 eV/Å
Orbital gap = 0.387 Ha
Energy relative to the best compared isomer or geometry (same formula, charge and spin) = 0.375 eV
E_tot = -1076.3684 Ha
E_HOMO = -9.693 eV
SMILES = C/C(=C\Cl)CCl
Net charge = 0
Molar mass = 125.00 g mol⁻¹

Cartesian coordinates (Å):
C 1.30813 -0.92090 0.52727
C 0.24644 0.06899 0.16326
C 0.46920 0.89104 -1.08919
C -0.84927 0.37215 0.83423
H 2.23181 -0.73955 -0.00436
H 1.54347 -0.90528 1.56503
H 1.17330 -2.02330 0.43692
H -0.35797 1.67759 -1.20381
H 1.38885 1.51863 -1.07813
H -1.56187 1.05584 0.46482
Cl 0.61683 0.05073 -2.62034
Cl -1.29121 -0.23024 2.45600